Record 1
61
Properties=species:S:1:pos:R:3:forces:R:3:lowdin_spin:R:1 method="wB97M-V/def2-TZVPD" spin_multiplicity=5 e_homo_ev="-14.658 / -14.615" charge=+2 lumo_energy_ev="-4.46 / -8.19"
Co 0.59343 -0.71644 0.01082 0.3491 -0.7068 0.2040 2.783
C 0.86954 -5.98017 0.03504 -0.0424 0.0511 0.0621 0.001
N 0.39968 -4.73046 0.63028 -0.0156 -0.0625 -0.0857 0.004
C -0.13039 -4.83093 1.98929 0.0297 0.0221 -0.0177 0.001
C 0.36178 -3.58407 -0.02111 0.0126 -0.1135 -0.0362 0.005
O -0.10424 -2.54396 0.48822 -0.0039 0.1343 -0.0138 0.044
C 0.89155 -3.53253 -1.44778 -0.0239 0.0359 0.0195 0.001
O 0.64707 -2.22682 -1.94556 0.0058 0.0112 -0.0033 0.009
C 1.56718 -1.75710 -2.90821 -0.0371 0.0510 0.0038 0.001
C 2.19154 -0.46584 -2.39069 0.0682 -0.0823 -0.0163 0.005
O 1.61043 0.16000 -1.47000 -0.1764 0.2045 0.1184 0.040
N 3.30761 -0.01343 -2.91533 0.0161 -0.0455 -0.1214 0.003
C 3.96741 -0.62042 -4.07445 -0.0210 0.0779 0.0752 0.001
C 3.94990 1.16781 -2.33387 -0.0127 -0.0434 -0.0120 0.000
H 1.45037 -6.51974 0.77995 0.0054 -0.0010 0.0012 0.000
H 1.51143 -5.79868 -0.81985 0.0199 -0.0003 -0.0216 0.000
H 0.02767 -6.60236 -0.27082 -0.0102 0.0052 0.0051 0.000
H 0.59860 -5.34683 2.61105 -0.0012 0.0033 0.0157 0.000
H -1.06110 -5.39819 1.98141 -0.0063 -0.0097 0.0055 0.000
H -0.31153 -3.83757 2.38366 0.0017 -0.0149 -0.0063 0.000
H 0.38078 -4.27144 -2.06980 0.0004 0.0029 0.0006 0.000
H 1.96251 -3.74849 -1.43509 0.0094 -0.0050 0.0097 0.000
H 1.02804 -1.53540 -3.83432 0.0395 -0.0242 -0.0240 0.000
H 2.33112 -2.50182 -3.12731 0.0269 -0.0050 0.0399 0.000
H 3.29203 -1.26845 -4.62217 -0.0198 -0.0161 -0.0109 0.000
H 4.84647 -1.18295 -3.76130 0.0034 -0.0052 0.0151 0.000
H 4.27951 0.17595 -4.74689 0.0041 -0.0036 -0.0091 0.000
H 3.86949 1.12952 -1.25041 0.0196 0.0030 -0.0241 0.000
H 3.49194 2.08088 -2.71397 -0.0044 0.0127 -0.0035 0.000
H 4.99885 1.15095 -2.61719 0.0040 0.0146 0.0198 0.000
N 0.69422 2.08866 0.59753 0.0827 0.5345 0.0118 0.283
C -0.24749 2.21931 1.57068 0.5348 0.6113 -0.0268 0.178
C -1.13569 3.46115 1.51238 0.0213 -0.1045 0.0319 0.034
C -2.03150 3.65066 0.28844 0.0119 0.0232 -0.0218 0.003
C -3.32307 2.82638 0.24979 -0.1157 0.0065 0.0456 0.001
N -4.09723 2.85328 1.49111 -0.0342 0.1885 0.0323 0.000
C -4.97287 3.78822 1.84818 0.0717 -0.0912 -0.1287 0.000
N -5.52641 3.74310 3.05875 -0.0189 -0.0202 0.0533 0.000
N -5.30120 4.77709 1.01736 -0.0304 0.0257 0.0107 0.000
C -1.37053 0.84012 1.55125 -0.4864 -0.8658 0.1069 0.144
O -2.17570 0.99349 2.42761 -0.0266 0.1824 0.0732 0.217
O -1.16804 0.00506 0.67086 0.0338 0.5455 -0.0160 0.121
H 1.63589 1.81275 0.84308 -0.0445 -0.3196 0.0192 0.008
H 0.60799 2.60070 -0.26875 -0.0747 -0.1375 -0.0603 0.008
H 0.18716 2.06489 2.55758 -0.1024 -0.2119 0.0201 0.013
H -0.44570 4.30536 1.56777 -0.0036 0.0290 0.0197 0.006
H -1.72646 3.47848 2.42897 0.0035 -0.0132 -0.0465 0.002
H -1.48591 3.43522 -0.63544 -0.0242 0.0314 -0.0152 0.000
H -2.28527 4.71121 0.23455 -0.0022 0.0011 0.0223 0.000
H -3.13243 1.77818 0.02829 -0.0029 -0.0011 0.0251 0.001
H -3.94981 3.18094 -0.56887 -0.0111 -0.0713 -0.0454 0.000
H -3.84576 2.15829 2.18171 0.0378 -0.0311 -0.0444 0.000
H -5.30915 3.00025 3.70203 -0.0133 0.0103 -0.0100 0.000
H -6.23792 4.39854 3.33504 0.0120 -0.0059 0.0019 0.000
H -4.96770 4.79645 0.07061 0.0042 0.0058 0.0032 0.000
H -6.01723 5.44001 1.26304 0.0091 0.0029 0.0031 0.000
O 3.40507 -1.88368 2.47807 -0.2215 0.3105 -0.3837 0.006
Cl 3.01901 -1.06739 1.38823 0.1923 -0.0936 0.1095 0.002
O 2.65194 -1.87545 0.21430 0.1768 0.2501 0.2336 0.025
O 4.00010 -0.08992 1.03898 -0.3555 -0.2599 0.0439 0.003
O 1.73304 -0.34236 1.72322 0.1351 -0.0227 -0.2583 0.044

***

Record 2
114
Properties=species:S:1:pos:R:3:forces:R:3:lowdin_spin:R:1 method="wB97M-V/def2-TZVPD" spin_multiplicity=2 e_homo_ev="-11.894 / -11.894" charge=+1 lumo_energy_ev="-2.37 / -8.42"
C -10.21081 -12.09504 -25.99121 -0.0796 -0.1010 1.0349 0.000
C -9.97830 -11.86398 -24.46704 -1.4134 -1.2307 -1.4708 0.000
O -10.58676 -10.63237 -24.23371 0.0962 -0.1756 0.4651 0.000
C -10.90912 -10.04078 -25.41277 -0.7154 1.6760 0.6926 0.000
O -11.39631 -8.94576 -25.47235 0.2842 -0.7083 -0.0272 0.000
O -10.64861 -10.82888 -26.42494 -0.0801 0.2006 -1.1860 0.000
F -8.67997 -11.83090 -24.25262 2.0677 0.5897 0.6679 0.000
H -11.02253 -12.80498 -26.14994 0.3208 -0.1944 -0.2740 0.000
H -9.26857 -12.31536 -26.49296 -0.2716 -0.3598 0.0337 0.000
H -10.38258 -12.65677 -23.83765 -0.3047 0.2905 0.1326 0.000
C -14.00509 -9.51750 -23.33847 -1.6701 -2.3790 -0.0302 0.000
C -14.76498 -9.22553 -24.66211 0.7706 -0.6429 1.0359 0.000
O -14.83508 -7.83028 -24.67525 0.6128 1.5876 1.0027 0.001
C -14.02648 -7.33608 -23.67125 1.3400 1.6612 1.1026 0.000
O -13.82939 -6.17289 -23.35634 -1.1254 -2.2427 -1.5439 0.001
O -13.37921 -8.34736 -23.04208 0.4945 2.3459 -0.3080 0.000
F -16.04197 -9.69500 -24.69607 0.6429 -0.1393 -0.2045 0.000
H -13.34748 -10.38436 -23.40335 0.4127 0.3978 -0.3305 0.000
H -14.64730 -9.74365 -22.48728 -0.6608 -0.1626 -0.2501 0.000
H -14.11785 -9.53906 -25.48126 -0.7344 -0.2656 -0.6182 0.000
C -7.53483 -8.78359 -29.67279 0.3434 -1.9189 1.7304 0.000
C -7.78579 -10.28183 -29.38744 0.6280 0.5376 -0.7190 0.000
O -7.63321 -10.83692 -30.72376 1.0321 -1.6473 2.9804 0.000
C -7.91615 -9.88923 -31.56432 -1.1992 0.9435 -2.4326 0.000
O -8.11622 -9.98092 -32.72930 0.2935 -0.4864 -0.1589 0.000
O -8.06711 -8.73562 -30.92270 -0.8360 2.7892 -1.4339 0.000
F -9.07928 -10.49110 -29.06555 -0.5150 -0.0954 0.5256 0.000
H -6.45790 -8.61983 -29.71162 0.0898 0.3314 0.2976 0.000
H -8.05957 -8.15880 -28.95002 0.0984 0.1083 -0.2172 0.000
H -7.14054 -10.70527 -28.61773 0.0491 -0.4922 -0.5091 0.000
C -16.44810 -8.80573 -28.69172 0.3270 0.2250 -0.5583 0.000
C -16.16049 -7.65752 -27.72666 0.6508 -1.5879 -1.0766 0.000
O -17.41813 -7.32911 -27.27325 -0.2476 1.2063 1.4888 0.000
C -18.20219 -8.42834 -27.36605 -4.2606 -0.6078 2.5952 0.000
O -19.21633 -8.66827 -26.71147 2.7803 1.4124 -1.5473 0.000
O -17.75437 -9.22047 -28.27863 1.3518 -1.8441 -1.2937 0.000
F -15.59073 -6.61054 -28.35823 0.1158 0.9862 -0.1316 0.000
H -15.65150 -9.54537 -28.61136 -0.5716 -0.3632 0.1815 0.000
H -16.52107 -8.49842 -29.73496 0.1143 0.2908 0.0667 0.000
H -15.47181 -7.99733 -26.95313 -0.1777 0.4031 0.2614 0.000
C -11.30456 -4.70440 -28.35863 1.2884 0.8731 0.3330 0.000
C -12.34051 -4.50750 -27.23086 -0.0184 -0.7814 0.3042 0.001
C -12.45327 -5.94341 -26.60620 0.8400 1.5707 -0.6615 0.001
O -12.06078 -6.77490 -27.68431 0.3325 -0.7033 0.0123 0.000
C -10.96613 -6.15289 -28.46452 -2.3222 -1.7030 0.3870 0.000
H -10.35093 -4.31225 -28.00522 -0.1019 1.0329 -0.3620 0.000
H -11.54933 -4.34350 -29.35760 -0.1404 0.4285 0.4323 0.000
H -13.30461 -4.16544 -27.60715 -0.1313 -0.1890 -0.2681 0.001
H -12.04677 -3.78010 -26.47409 0.2491 0.0746 -0.0908 0.000
H -13.45150 -6.11182 -26.20213 -0.1432 -0.6071 -0.5709 0.001
H -11.78400 -6.05645 -25.75332 0.2756 -0.0281 0.0162 0.000
H -11.09332 -6.58209 -29.45835 0.0364 0.1830 -0.0876 0.000
H -9.97137 -6.43904 -28.12294 -0.1021 0.0022 0.5586 0.000
C -15.88422 -3.02855 -24.90131 0.6856 -0.6088 1.3912 0.011
C -15.34021 -2.27524 -26.03560 1.7949 0.9354 -1.9967 0.003
C -16.07014 -2.77224 -27.28615 -0.5343 0.7217 1.9109 0.065
O -16.81227 -3.90121 -26.75085 -0.3352 -0.6948 -2.1521 0.663
C -16.29366 -4.34769 -25.53339 -1.3527 1.2139 1.1769 0.102
H -16.73794 -2.49364 -24.48521 -0.2607 -0.4901 0.0975 0.000
H -15.12412 -3.11098 -24.12442 -0.1870 -0.2894 0.1059 0.000
H -14.29700 -2.54278 -26.20363 0.2573 0.2460 0.3075 0.001
H -15.39705 -1.19557 -25.89712 -0.0779 -0.0806 -0.1901 0.001
H -15.45200 -3.08563 -28.12745 -0.0322 -0.5803 -0.1152 0.037
H -16.77502 -2.03778 -27.67577 -0.5179 -0.3190 -0.1498 0.027
H -15.63167 -5.16202 -25.82792 1.0582 -0.1272 -0.0391 0.060
H -17.06067 -4.87319 -24.96450 -0.4010 -0.1810 -0.3168 0.021
C -8.10474 -3.34072 -25.29021 0.5687 0.0998 0.1512 0.000
O -6.78020 -3.06524 -24.79092 -0.9841 -0.6629 0.2058 0.000
H -8.74301 -2.48132 -25.08491 -0.0945 0.1341 -0.5715 0.000
H -7.97704 -3.63278 -26.33256 -0.4214 0.3914 -0.1434 0.000
H -8.58513 -4.17037 -24.77155 0.1577 -0.2414 0.0788 0.000
H -6.83437 -3.47774 -23.92576 0.7224 0.2652 0.2876 0.000
C -12.63381 -9.71087 -29.06697 0.1977 -0.6363 -0.4815 0.000
O -13.42405 -9.04596 -28.10736 -0.3463 -0.0161 -0.2617 0.000
H -12.23544 -9.11269 -29.88647 -0.3599 0.5968 0.0828 0.000
H -11.73129 -10.14138 -28.63314 -0.2333 -0.4663 0.2449 0.000
H -13.28734 -10.44094 -29.54445 0.3372 -0.4059 0.0865 0.000
H -13.03621 -8.17048 -28.03869 0.3071 0.6045 0.5047 0.000
C -7.83613 -5.29150 -30.76106 -0.7365 -0.7149 1.6798 0.000
O -9.18898 -5.40081 -31.24176 1.0980 0.7298 -0.3542 0.000
H -7.47772 -4.26383 -30.70157 -0.2399 -0.0354 -0.6393 0.000
H -7.92661 -5.61561 -29.72430 0.4473 0.1130 0.5540 0.000
H -7.08758 -5.97820 -31.15630 -0.2447 0.2423 -0.8684 0.000
H -9.40916 -6.33276 -31.30940 -0.3106 -0.1413 -0.3265 0.000
C -12.65436 -7.44597 -32.07295 -0.3677 1.5265 0.0404 0.000
O -11.61156 -6.44358 -32.27810 -0.8952 -1.5555 0.1306 0.000
H -12.50758 -8.38366 -32.60895 0.4757 0.0951 0.4458 0.000
H -12.87622 -7.47371 -31.00613 0.4613 -0.9627 0.2432 0.000
H -13.60148 -7.02634 -32.41204 -0.1158 -0.0263 -0.6885 0.000
H -12.15514 -5.66920 -32.11543 0.3593 0.9218 -0.1513 0.000
C -10.92807 -0.57677 -26.55771 -0.1040 -0.1325 -0.6961 0.000
O -11.92417 -1.01618 -25.60800 0.6388 0.0933 -0.7068 0.000
H -10.41929 0.34607 -26.27911 -0.1390 -0.0442 0.2959 0.000
H -10.17511 -1.34035 -26.75286 -0.1151 -0.2223 0.6635 0.000
H -11.37674 -0.44215 -27.54192 -0.2606 0.2459 -0.0191 0.000
H -12.62505 -0.36095 -25.64037 -0.0209 0.0680 0.2467 0.000
C -13.67886 -3.14182 -30.99944 -0.1130 -0.7848 -0.0705 0.000
O -12.86316 -3.88250 -31.86705 0.0325 -0.5647 -0.4203 0.000
H -13.75164 -2.10879 -31.33950 -0.1738 0.1157 0.2923 0.000
H -14.63954 -3.65665 -31.01238 -0.2781 0.3930 0.0500 0.000
H -13.25352 -3.25189 -30.00191 -0.2106 0.5736 0.3897 0.000
H -11.96741 -3.62892 -31.63266 0.5423 0.4205 -0.2818 0.000
C -11.76101 -3.54056 -23.12603 -1.2366 -0.6362 -0.9463 0.000
O -11.12784 -2.32822 -23.29103 1.2984 0.8373 1.0237 0.000
H -11.22901 -4.38050 -23.57278 0.2791 -0.2004 0.0429 0.000
H -12.02830 -3.80693 -22.10344 0.4160 0.4168 0.1595 0.000
H -12.70557 -3.46263 -23.66440 -0.5191 -0.4791 -0.0638 0.000
H -11.29052 -1.95898 -24.16212 -0.2732 0.0160 -0.1132 0.000
C -9.73842 -1.92857 -30.23740 0.2701 0.2775 -0.5987 0.000
O -10.46327 -2.84634 -31.00592 -0.7573 -0.4665 -0.4039 0.000
H -9.10730 -1.33961 -30.90292 0.2104 0.1343 0.0527 0.000
H -10.46208 -1.23856 -29.80346 0.2697 -0.1020 0.5769 0.000
H -9.08965 -2.48086 -29.55757 -0.1574 0.4556 0.5486 0.000
H -10.05716 -3.71402 -30.94427 0.4058 -0.5070 -0.2787 0.000

***

Record 3
49
Properties=species:S:1:pos:R:3:forces:R:3:lowdin_charge:R:1 method="wB97M-V/def2-TZVPD" e_homo_ev=-14.282 charge=+2 lumo_energy_ev=-7.22
Zr -0.22165 -1.56741 0.36317 0.6999 7.8356 4.5393 2.109
F -0.80347 -1.71396 2.39965 0.7698 -0.6595 -3.5056 -0.504
F 0.06942 0.49179 0.76797 -0.3809 -3.2320 -0.4479 -0.433
C -0.34616 4.06590 1.19670 -0.7499 0.1025 0.1696 -0.153
O 0.60974 3.31777 0.48684 0.6136 0.0267 -0.4566 -0.135
H -1.20417 3.45835 1.50773 0.1121 -0.0703 -0.0001 0.065
H 0.06021 4.53172 2.09692 0.1977 -0.0948 -0.0760 0.083
H -0.74629 4.85795 0.55814 0.1492 -0.0038 -0.0042 0.081
H 0.43916 2.37329 0.51743 -0.2894 -0.1500 0.3272 0.015
C -4.00484 1.40527 0.82144 -0.4503 -0.5125 0.1080 -0.198
S -3.75591 -0.31081 0.33686 -0.4072 -0.3525 0.5293 0.932
O -2.24987 -0.53331 0.38465 0.5734 -1.0020 -0.1643 -0.719
C -4.41933 -1.13322 1.80910 -0.3083 0.0426 -0.9522 -0.209
H -4.10617 1.99977 -0.08155 0.4217 0.1664 0.0522 0.060
H -3.21511 1.69201 1.51177 0.1173 0.1355 -0.1806 0.071
H -4.96999 1.43774 1.33142 0.0391 -0.0097 0.0216 0.072
H -4.26549 -2.20412 1.68400 0.5109 0.0624 0.2024 0.064
H -5.50593 -1.03981 1.73767 0.0458 0.4276 0.2575 0.072
H -3.97500 -0.68700 2.69197 -0.0401 -0.2070 0.1656 0.078
C 3.62179 1.51793 -0.19757 0.7649 -0.1457 0.3381 -0.236
S 3.07630 0.44899 -1.55155 -0.0978 0.9850 0.6700 0.908
O 1.91518 -0.32816 -0.96477 0.3941 -0.0483 -0.8182 -0.669
C 2.40173 1.83740 -2.50894 -1.1467 -0.6024 -0.9719 -0.239
H 4.02840 0.87906 0.58989 -0.4701 -0.0922 0.0714 0.036
H 2.81956 2.17137 0.14087 -0.1822 -0.2135 0.0696 0.050
H 4.48351 2.14078 -0.45207 -0.1720 -0.0539 -0.5832 0.072
H 1.35886 1.99585 -2.21815 0.2389 0.1158 0.6336 0.052
H 2.29425 1.53814 -3.55695 0.4824 -0.0595 0.0595 0.050
H 2.95627 2.76655 -2.45025 0.2612 -0.1063 0.2209 0.068
C 3.00947 -2.03309 3.56255 0.2616 0.9763 -0.2660 -0.202
S 3.16404 -1.95044 1.77237 0.5510 0.0298 -0.0555 0.986
O 1.75819 -1.76483 1.17512 -1.3404 -1.4636 -0.1113 -0.727
C 3.64851 -3.66327 1.49500 -0.3546 -0.3694 0.3210 -0.215
H 2.28899 -2.77887 3.87826 0.0405 -0.0405 0.1112 0.079
H 2.78501 -1.01834 3.90028 -0.6064 -0.1427 -0.1393 0.075
H 4.02477 -2.14455 3.95318 -0.0281 -0.6390 -0.1833 0.081
H 4.61025 -3.84683 1.97668 0.0312 0.3665 0.0671 0.079
H 3.75774 -3.93112 0.44727 -0.1850 0.3742 -0.1148 0.069
H 2.91755 -4.30388 1.99208 -0.0571 -0.0152 -0.1535 0.071
C -2.41359 0.44661 -3.05757 1.0381 0.1314 -0.0364 -0.194
S -0.88407 -0.54903 -3.05987 -0.7636 0.8083 -0.5911 1.001
O -0.57053 -0.91644 -1.61012 -0.3774 -1.7336 0.2704 -0.743
C -1.54097 -2.01197 -3.87187 0.6349 -0.4220 -0.1343 -0.214
H -2.16314 1.42944 -2.65871 -0.0018 -0.1236 0.2641 0.070
H -3.22533 -0.03289 -2.52103 -0.0528 -0.1234 -0.1110 0.045
H -2.59639 0.60149 -4.12187 -0.2922 -0.1866 0.0141 0.074
H -0.67094 -2.53215 -4.27800 -0.0486 -0.2209 0.3091 0.067
H -2.14268 -1.77627 -4.74921 -0.1269 0.4499 0.2198 0.080
H -2.10188 -2.63340 -3.17692 -0.0193 0.0599 0.0448 0.072